Molecular formula: C29H48Cl3O13P
Method: DFT, ωB97M-V/def2-TZVPD

As for the energy above the lowest of the compared OMol25 structures with the same formula, charge and spin: 0.0 kcal per mole. As for the LUMO energy: -0.05841 Ha. The calculation puts the orbital gap at 7.41 eV.

Positions of all 94 atoms, in Å:
Cl 6.8782 -0.2208 -6.8121
Cl 2.5704 -0.0334 -2.1592
Cl 4.9693 1.9853 -6.6285
P -0.8902 -0.7750 1.7260
O 1.5266 0.9565 -2.2515
O 3.0878 -0.1019 -0.8094
O 5.4774 4.9417 2.6312
O 3.6554 0.2906 -3.0546
O -0.1432 -2.5055 -4.1525
O -1.4339 0.1491 -2.8751
O -5.5641 -2.0281 -2.8990
O -1.5384 0.0455 -5.5996
O 5.9147 1.9187 -1.9000
O 2.0436 -1.3309 -2.5039
O 7.4860 4.0544 -1.4946
O -5.9306 -1.5586 -5.5355
O 3.6609 3.0598 2.0887
C -1.6802 -2.4177 1.6774
C 6.6175 3.8391 -0.6880
C -2.5360 -0.2832 -3.4751
C -1.0468 1.8304 0.7522
C -2.7892 0.2891 5.2574
C -4.6759 -1.4374 -3.4782
C 5.5647 4.2928 1.4602
C -3.1477 -2.4310 1.2632
C -3.7956 -0.5940 -5.6241
C 1.6113 -2.0038 2.0824
C -4.9044 -3.7434 -0.0408
C -2.1523 1.3892 6.0799
C 3.7985 -2.6350 3.1769
C -3.4497 -0.9946 -2.8207
C 5.5182 0.4440 -5.9125
C 4.7043 2.4000 0.0708
C -4.7962 -1.1726 -4.9551
C -2.5467 -0.1926 -4.9809
C -1.7368 2.8390 -0.1366
C -2.4724 0.3205 3.7590
C -3.5576 -3.7846 0.6448
C -1.0756 -0.1957 3.4301
C 5.6790 2.6543 -0.8148
C -1.6084 0.4172 0.5954
C 0.8488 -0.8929 1.3569
C -3.2648 2.7743 -0.1045
C 4.5390 3.2210 1.2600
C 3.1062 -1.6868 2.2164
C 6.4561 4.6397 0.5383
H -1.0628 -2.9758 0.9654
H -0.9771 2.1035 1.8102
H 7.1534 5.4222 0.8066
H -1.0669 1.4243 5.9640
H -2.4774 -0.6911 5.6336
H -3.6343 2.6504 0.9161
H 4.6531 -0.2015 -5.9707
H -3.8155 -0.5768 -6.7079
H 4.0522 1.5377 -0.0095
H 0.0081 1.7996 0.4514
H -1.3491 2.7381 -1.1536
H -0.3332 0.6018 3.5539
H -3.6666 1.9394 -0.6896
H 1.4893 -2.9569 1.5640
H -0.2499 -1.5546 -4.2422
H -0.9179 0.7958 -3.3784
H 3.1734 -0.6723 2.6265
H -3.2313 -0.2937 3.2625
H -6.5618 -1.7947 -4.8378
H 0.7731 -2.6064 -3.8741
H -5.6759 -3.4297 0.6669
H -1.4711 3.8688 0.1152
H 3.5877 -1.6543 1.2390
H -2.5941 1.3246 3.3433
H -2.7616 -4.1054 -0.0364
H 1.2192 -2.0928 3.1024
H -1.5048 -2.8652 2.6560
H 0.8432 -1.0185 0.2684
H -3.3813 -1.2666 -1.7751
H -4.8870 -3.0392 -0.8707
H 5.8263 0.6368 -4.8944
H -2.6857 0.3873 0.7872
H -0.7687 -0.9683 4.1381
H 4.0126 -3.6268 2.7829
H -3.7135 3.6556 -0.5614
H -2.3644 1.2249 7.1368
H 4.7353 -2.2222 3.5622
H -5.1707 -4.7467 -0.3679
H 3.2216 -2.7310 4.1056
H -2.5438 2.3745 5.8220
H -3.3658 -1.6520 0.5274
H 5.1378 1.3538 -2.0518
H -3.5120 -4.5340 1.4439
H -1.4421 0.0432 -0.4224
H -3.8749 0.3212 5.3720
H 4.7508 4.5236 3.1245
H -3.8267 -2.2591 2.1018
H 1.2739 0.0757 1.6338

Force components x, y, z for each atom (eV/Å):
0.0 -0.2 0.0
0.0 -0.8 -0.2
0.1 0.0 0.1
0.0 -0.2 1.0
0.0 0.1 0.1
-0.2 0.2 0.2
-0.1 -0.1 0.1
0.2 0.4 0.0
-0.2 -0.2 -0.1
0.0 0.2 0.8
-0.3 0.1 -0.1
0.3 0.5 0.3
-0.3 0.3 0.2
-0.1 0.1 0.0
-0.1 -0.1 -0.3
0.0 0.1 0.0
0.0 0.1 0.4
0.4 0.5 -0.4
0.1 0.2 0.9
1.1 0.1 -0.3
1.3 -0.3 0.1
-0.1 -0.2 -0.3
0.6 0.1 -0.2
-0.5 0.5 0.5
-0.6 -0.6 -0.4
0.1 -0.3 -0.7
0.2 0.1 0.0
0.0 -0.1 0.5
0.1 0.1 0.2
0.3 0.2 0.8
-0.9 -0.2 0.4
-0.3 0.5 -0.2
-0.3 0.0 0.7
-0.1 0.4 0.3
-1.0 -0.8 -0.2
-0.6 0.7 -0.3
-0.5 -0.1 0.0
0.9 0.0 0.5
0.4 0.7 0.0
0.2 -0.1 -0.6
-0.5 -0.3 0.0
-0.1 -0.3 -0.2
-0.1 -0.4 -0.4
0.5 -0.4 -1.0
-0.2 0.3 0.1
0.3 -0.2 0.0
-0.2 -0.1 -0.1
-0.5 0.2 0.0
0.1 0.0 -0.4
0.0 0.0 0.0
0.0 0.0 0.1
0.0 0.2 0.0
0.2 -0.3 0.1
-0.1 0.3 0.1
0.0 0.1 -0.2
-0.1 0.0 -0.1
-0.2 -0.3 0.0
-0.1 0.0 0.0
0.2 -0.1 0.1
-0.2 0.0 0.1
0.2 0.1 0.0
0.1 -0.3 -0.4
0.1 0.0 -0.1
0.1 -0.1 -0.1
0.1 -0.3 0.1
0.0 0.1 0.1
0.0 0.1 -0.1
0.3 -0.2 0.4
0.0 -0.1 0.0
0.0 0.0 0.1
-0.2 0.1 -0.2
0.0 -0.2 0.0
0.0 0.0 0.0
0.6 0.2 0.0
0.2 0.2 0.0
-0.2 -0.2 -0.1
0.0 0.0 0.0
0.0 0.1 -0.1
0.0 -0.3 -0.2
-0.2 0.0 -0.1
0.1 0.1 0.2
0.1 0.1 0.0
0.1 0.0 -0.5
-0.1 0.1 -0.3
-0.2 -0.2 -0.2
0.0 0.0 -0.1
0.1 0.0 0.0
0.0 -0.4 -0.3
-0.3 0.0 0.0
0.0 0.0 0.0
0.0 0.1 0.1
-0.1 0.0 -0.1
0.2 0.2 0.1
0.0 0.1 -0.4

Molecular formula: CH4INS
Method: DFT, ωB97M-V/def2-TZVPD

As for the energy above the lowest of the compared OMol25 structures with the same formula, charge and spin: 53.1 kcal per mole. As for the LUMO energy (alpha / beta): -0.02017 / -0.10735 Ha. The calculation puts the orbital gap (alpha / beta) at 9.16 / 5.11 eV.

Positions of all 8 atoms, in Å:
I 3.5606 0.2750 0.0966
S -0.0079 -0.7623 -0.5326
N -0.4220 -1.5641 0.7241
C -0.6810 0.8784 -0.2441
H 0.2292 1.6560 -0.2664
H -1.2476 1.2388 -1.2272
H -1.2031 0.8070 0.6048
H -0.2281 -2.5289 0.8449

Force components x, y, z for each atom (eV/Å):
-0.5 -0.1 -0.1
1.2 -0.2 -1.1
-1.2 1.4 1.4
3.4 2.4 -5.7
-2.0 -1.8 0.7
0.7 -1.1 2.3
-2.2 0.3 3.2
0.6 -0.9 -0.6

Molecular formula: C44H51CdFN8O4STe
Method: DFT, ωB97M-V/def2-TZVPD

As for the energy above the lowest of the compared OMol25 structures with the same formula, charge and spin: 133.4 kcal per mole. As for the LUMO energy (alpha / beta): -0.11341 / -0.11341 Ha. The spin multiplicity is 2. Its expectation value of S² is 0.769. The calculation puts the orbital gap (alpha / beta) at 4.66 / 5.11 eV. Its charge is +1.

Positions of all 111 atoms, in Å:
Te -3.7458 -1.0471 -0.2385
Cd -0.8078 1.4527 1.0002
S 1.8597 0.9787 -0.7130
F 2.1822 -5.3545 0.0553
O -0.1264 -0.5558 1.8190
O 2.9460 2.4238 2.7360
O 1.7068 3.7051 -0.3311
O 1.0071 -1.0703 -1.7078
N 4.6793 -0.4676 0.3959
N -1.5874 3.4800 0.7935
N -2.0000 -0.3584 0.5809
N 0.6142 4.6248 -0.6867
N 1.0549 5.7685 1.3597
N 4.8386 -5.2239 0.9518
N 1.7300 4.7058 1.7963
N 6.7007 -6.7579 1.6824
C 1.8458 -0.7193 -0.9461
C -3.7057 3.6679 1.8864
C -2.9939 3.5955 0.7295
C -5.1628 0.8900 -2.0017
C 4.0720 -4.0631 0.6235
C 5.4049 -7.1743 2.2216
C 6.1030 -0.4983 0.5864
C -3.8864 0.3724 -1.8381
C 4.0222 0.6613 1.0051
C 2.0611 -3.0510 -0.2805
C -2.8956 0.5120 -2.8384
C -4.7944 2.6545 -5.3610
C -5.0492 3.8584 1.8423
C -1.3160 -5.2586 0.8007
C -1.3311 -4.4636 -0.3159
C -0.3626 6.7564 -0.1697
C 2.8846 1.2919 0.6734
C 6.6467 -6.5355 0.1551
C 4.0188 -1.6087 0.2542
C 4.6126 -2.8017 0.7937
C 2.7555 -4.1651 0.1144
C -4.5067 1.7354 -4.2330
C -3.1032 3.4870 3.2595
C -7.2937 4.1210 0.5808
C -3.2173 1.2036 -4.0249
C -3.6080 3.6845 -0.5197
C -6.2614 0.8228 -1.0053
C 5.2556 -6.0577 -0.1776
C -1.0585 -3.3789 2.1989
C 2.6156 2.4580 1.5735
C -1.0617 -1.0987 1.1716
C -1.5639 -0.0568 -2.7043
C 1.9931 3.5743 0.9907
C -2.8477 3.8597 -1.8046
C -1.2508 -3.1193 -0.1753
C -5.4394 1.5941 -3.2100
C -1.1950 -4.7384 2.0653
C 2.7337 -1.7721 -0.3418
C -5.7983 3.9280 0.6663
C 6.7311 0.8160 0.0338
C 4.3941 -6.0540 2.0519
C 0.5360 5.6455 0.1599
C -1.2075 -2.5452 1.1119
C -5.0095 3.9679 -0.5215
H 4.5630 -6.9794 -0.4354
H -5.4912 4.1137 -1.4616
H 5.5711 -2.7569 1.2497
H -3.6199 3.9017 -2.5896
H -5.5655 3.8946 2.7993
H 5.0493 -8.0502 1.6186
H 6.4127 -0.7476 1.5883
H 4.6233 1.1498 1.7161
H 2.0938 4.7439 2.7523
H -1.1256 4.0456 1.5419
H 7.4088 -7.4701 1.8680
H -0.8667 -2.8476 3.1220
H -1.3181 -4.9219 -1.3422
H 6.9444 -7.5357 -0.3187
H -3.8725 3.2851 4.0482
H 6.4321 -1.2930 -0.0590
H -6.4648 2.0138 -3.2781
H 0.1872 7.6711 0.0015
H 5.4070 -7.5146 3.2827
H 7.4589 -5.8315 0.0356
H 4.4183 -5.4533 2.9198
H 6.5519 1.6491 0.7442
H -4.4034 3.6699 -5.2841
H -2.4966 2.5620 3.2853
H -1.0491 3.8474 -0.0325
H 1.0877 -3.0659 -0.7130
H -7.7063 3.0758 0.4808
H -7.6018 4.5816 -0.3641
H -6.5204 -0.2180 -0.8841
H -5.8081 2.8233 -5.4394
H -1.4700 -6.2997 0.5896
H 3.3859 -6.3717 1.9075
H 6.3905 1.0186 -0.9606
H -2.2503 4.7664 -1.6346
H -7.7858 4.5654 1.4388
H -2.0914 3.0905 -1.9381
H -6.0241 1.2828 -0.0240
H -4.3767 2.3493 -6.2992
H 5.3001 -5.4462 -1.1130
H -1.5272 -1.1854 -2.8269
H 6.9745 -5.7888 2.0237
H -1.4045 -2.4658 -1.0208
H -1.0513 -5.4247 2.9065
H -0.6242 6.8063 -1.2168
H 7.8378 0.6200 0.0170
H -2.5778 4.4203 3.6346
H -0.8374 0.4043 -3.3243
H -2.4338 1.2313 -4.7783
H -1.3094 6.6334 0.4404
H -1.1619 -0.1694 -1.7004
H -7.0806 1.3186 -1.5483

Force components x, y, z for each atom (eV/Å):
0.3 0.7 -0.2
0.2 -0.1 -0.2
-0.1 1.3 0.3
-0.4 -1.3 -0.1
0.6 0.6 0.0
1.0 0.2 2.7
1.0 -0.3 0.4
-1.7 -0.9 -1.7
-0.6 3.2 0.7
2.6 0.5 0.3
1.0 0.3 0.3
-0.7 0.2 -0.1
-0.1 1.3 0.2
0.4 -0.1 -0.7
1.4 -3.4 -0.8
0.7 1.2 -0.2
1.5 -0.8 1.1
0.0 -0.3 1.7
0.1 0.1 -1.2
0.7 1.2 -1.5
-1.1 0.4 -0.2
-2.0 -1.8 0.2
0.4 1.1 -1.6
0.2 -0.7 0.1
-0.3 -0.7 -2.0
2.1 1.6 -0.5
-1.6 0.6 -0.5
1.5 0.3 -0.3
-2.5 -0.3 0.1
-0.5 -0.9 -0.4
0.4 -0.9 -1.8
-1.5 0.2 -0.3
1.4 -0.5 0.4
0.8 -2.2 0.2
-2.0 -3.6 0.2
-0.7 0.0 -1.3
0.7 1.4 0.4
0.9 0.4 1.1
0.1 0.4 1.0
-0.1 -2.0 -0.6
-0.4 -0.7 0.9
-1.9 1.3 0.4
-0.3 0.2 -0.3
-1.0 -0.4 -1.5
-0.2 1.3 0.6
-1.4 -0.4 -2.5
-2.2 0.3 -0.2
0.8 -2.8 1.1
-1.6 3.1 1.4
-0.1 0.1 1.1
-1.0 1.5 0.5
-0.3 -0.5 0.8
0.7 -0.9 0.6
-0.1 -0.9 1.5
1.6 1.5 -1.2
1.3 -1.0 2.0
0.7 0.7 -0.4
0.5 -0.9 0.2
1.2 -1.6 -1.4
0.7 -1.3 1.6
1.0 1.8 0.7
-0.3 0.1 -0.6
0.6 0.1 0.3
1.0 0.1 -0.1
-0.1 0.0 -0.1
0.7 0.6 0.5
0.1 0.2 0.7
0.5 0.3 1.2
-0.3 -0.3 -0.7
-0.9 -0.5 -0.4
0.1 0.4 0.3
0.0 -0.5 0.4
-0.3 0.5 1.2
-0.5 1.5 0.5
0.3 0.3 -0.9
0.4 -0.4 -0.2
0.8 -0.1 -0.3
-0.3 0.3 0.6
0.6 0.4 -0.8
-0.1 0.3 -0.7
-0.1 0.8 1.1
0.1 -0.3 -0.7
0.4 0.0 0.7
0.3 0.7 0.1
-0.4 -0.2 0.1
-0.5 -0.4 -0.1
0.1 0.9 0.3
0.2 0.3 0.3
-0.4 -0.3 0.4
-2.4 0.0 -0.5
0.2 -0.5 0.5
-0.7 -0.8 0.0
-0.3 0.2 -0.4
-0.3 0.2 -0.8
0.2 0.2 0.1
-0.2 -0.3 -0.4
-0.2 -0.3 -0.7
0.0 -0.6 -0.6
-0.1 -0.5 0.8
-0.4 1.0 -0.9
-0.4 -1.7 0.1
0.5 0.0 -0.2
-0.3 0.4 -0.2
-0.2 -0.4 -0.3
-0.9 0.5 -0.1
-0.1 -1.3 -0.5
0.7 0.3 -0.6
-0.2 0.3 -0.1
1.0 0.7 -0.6
-0.1 1.2 0.4
-0.2 -0.1 1.0

Molecular formula: C14H24N3O9
Method: DFT, ωB97M-V/def2-TZVPD

As for the LUMO energy: 0.09766 Ha. The calculation puts the orbital gap at 8.09 eV. Its charge is -1.

Positions of all 50 atoms, in Å:
O -0.1181 1.6780 -0.3302
O -2.6531 -0.2887 -4.7404
O 6.0813 -0.5617 2.9614
O -5.5020 -2.1192 -2.3424
O 5.9177 3.3627 2.9381
O -0.5508 0.4933 1.4780
O 6.4976 2.0311 4.6675
O 1.5570 -0.9854 1.5051
O 4.2394 -1.9085 1.4225
N -4.4952 0.8415 -4.3156
N 3.4641 2.0562 2.4858
N -3.2846 -1.7638 -2.2073
C 5.0281 0.2032 2.3703
C 2.2753 1.2329 2.1994
C -0.8316 0.8891 0.3240
C 3.8480 -0.7604 2.1874
C -3.4834 0.0666 -3.9105
C -2.1059 0.3221 -0.3056
C -2.0780 0.3508 -1.8392
C -4.1186 -4.0164 -1.9905
C -3.3330 -0.3121 -2.4218
C 2.6658 -0.0741 1.4891
C 5.7513 2.3331 3.5779
C -4.3609 -2.5421 -2.2000
C 4.5726 1.3959 3.2280
C -5.5915 1.3627 -3.5024
H -5.1969 2.0188 -2.7239
H -4.1867 0.0813 -1.8748
H 5.3513 0.5727 1.3907
H -2.0449 1.3907 -2.1694
H -4.4899 1.0544 -5.3004
H -3.5480 -4.1565 -1.0741
H 3.5109 -1.0918 3.1757
H 4.1932 1.0131 4.1797
H 7.1622 2.7326 4.7042
H -5.0784 -4.5233 -1.9091
H -2.3766 -2.1842 -2.0988
H -1.1896 -0.1673 -2.2056
H -2.9656 0.9004 0.0423
H 1.5947 1.8039 1.5603
H 3.2118 2.9596 2.8905
H -2.2372 -0.7093 0.0295
H 6.0788 -1.4243 2.5005
H 3.4083 -2.3332 1.1261
H -3.5635 -4.4068 -2.8410
H -6.1322 0.5333 -3.0389
H -6.2810 1.9290 -4.1292
H 2.9386 0.1731 0.4573
H 1.7432 0.9984 3.1276
H 0.7061 -0.4511 1.4524

Force components x, y, z for each atom (eV/Å):
-0.6 -0.2 -0.3
0.1 -0.3 0.4
0.2 0.1 0.0
0.0 0.3 -0.1
0.4 -1.2 1.0
-0.5 -0.6 0.9
-0.6 -0.3 -0.6
0.9 0.2 -0.1
-0.1 0.0 0.1
-1.2 0.8 0.2
1.3 0.4 -0.1
0.8 1.1 -0.3
-0.2 -1.2 -0.4
0.7 0.1 0.4
0.9 0.7 -0.6
-1.0 0.6 -0.7
1.2 -0.8 -0.4
0.0 -0.1 -0.7
-0.3 -0.1 0.3
0.1 0.1 0.1
-0.2 0.1 0.0
-0.8 0.1 0.6
-1.1 1.6 -1.4
-1.2 -0.5 0.0
-0.6 -0.3 0.3
0.3 -0.4 0.1
-0.2 0.1 0.0
-0.2 -0.2 0.1
-0.1 0.1 0.0
0.2 -0.1 -0.1
0.1 -0.1 0.1
0.1 -0.2 0.0
0.0 0.0 0.1
0.2 -0.3 0.3
0.1 0.1 0.0
0.1 0.1 0.0
0.0 0.1 -0.1
0.0 0.2 -0.1
0.0 0.0 0.1
0.1 -0.1 0.1
0.2 -0.5 -0.2
0.0 0.1 0.2
-0.1 0.6 0.3
0.5 0.4 0.3
0.1 -0.2 0.0
0.0 0.1 0.0
0.2 -0.1 0.0
0.2 -0.1 0.0
-0.2 -0.3 0.0
0.3 0.0 0.1

Results for total energy: -3833.5928, -791.0318, -3379.5997, -1389.4499 (in hartree, following the order of the records).